A molecular structure, C54H45EuFN4O4P4STe, computed with the ωB97M-V functional and the def2-TZVPD basis.

Last column: Mulliken charge in e.
Element x y z (Å)
1 Eu -0.87928 -3.65960 -0.50112  1.083
2 Te 5.05835 1.19736 -0.36985  0.417
3 C 6.71739 0.00671 0.18141  0.646
4 C 7.29290 -1.01282 -0.63646  -0.365
5 C 8.61652 -1.46434 -0.25163  -0.466
6 N 9.26423 -0.98605 0.79405  -0.640
7 C 8.64236 -0.12211 1.61109  -0.441
8 C 7.38763 0.43058 1.38081  -0.491
9 C 3.68715 -0.27965 -0.59530  -0.201
10 P 2.64907 -0.52789 0.85055  0.476
11 C 2.24205 -2.28290 0.80044  0.906
12 C 2.03292 -2.93889 2.01132  -0.389
13 C 1.91490 -4.33089 2.08467  -0.758
14 C 1.79021 -5.03399 0.89094  -0.385
15 C 1.85534 -4.44733 -0.33718  -0.830
16 C 2.11277 -3.01178 -0.38862  -0.204
17 C 3.75199 -0.14701 2.33949  -0.413
18 C 4.69399 -1.02914 2.90533  0.160
19 C 5.32773 -0.75665 4.08555  -0.684
20 C 5.10955 0.46804 4.77237  -0.462
21 C 4.16146 1.34974 4.28268  -0.695
22 C 3.54279 1.06572 3.03917  -0.141
23 P 3.20354 -0.58122 -2.23726  0.189
24 C 2.22722 0.91152 -2.47395  0.553
25 C 1.11870 1.13806 -1.62889  -0.599
26 C 0.51908 2.40661 -1.54799  -0.617
27 C 1.02595 3.49855 -2.26103  -0.958
28 C 2.02688 3.24682 -3.19708  -0.472
29 C 2.52358 1.95821 -3.37131  -0.690
30 C 4.57178 -0.40697 -3.46582  0.442
31 C 5.22243 0.79007 -3.65440  0.021
32 C 6.27518 0.84733 -4.57345  -1.075
33 C 6.75187 -0.35395 -5.18819  -0.560
34 C 6.03521 -1.51485 -5.04059  -0.518
35 C 4.97555 -1.58215 -4.12936  -0.520
36 H 6.71346 -1.42992 -1.43987  0.482
37 H 9.16054 -2.01582 -1.00661  0.337
38 H 9.24255 0.26795 2.41850  0.366
39 H 7.03210 1.23442 2.02123  0.264
40 H 1.97959 -2.34796 2.94887  0.479
41 H 1.86887 -4.78452 3.07292  0.426
42 H 1.61727 -6.09670 0.86353  0.403
43 H 1.72874 -4.87455 -1.32511  0.605
44 H 2.41832 -2.52135 -1.37607  -0.375
45 H 4.80267 -1.99140 2.39413  0.397
46 H 6.02379 -1.50853 4.40546  0.432
47 H 5.66227 0.65169 5.66194  0.421
48 H 3.96827 2.28806 4.73085  0.444
49 H 2.80422 1.74628 2.61652  0.433
50 H 0.75203 0.29877 -1.03895  0.342
51 H -0.30477 2.59079 -0.85519  0.701
52 H 0.62862 4.49117 -2.11786  0.430
53 H 2.38281 4.02131 -3.87891  0.404
54 H 3.10870 1.79462 -4.28727  0.671
55 H 4.88547 1.72028 -3.13496  0.478
56 H 6.85209 1.76444 -4.68245  0.350
57 H 7.59834 -0.41195 -5.87105  0.390
58 H 6.16458 -2.40139 -5.69592  0.343
59 H 4.48948 -2.49887 -3.85515  0.454
60 N -4.12154 1.51445 0.26766  -0.202
61 P -2.93258 1.72686 1.46743  0.390
62 C -3.34131 0.68266 2.90581  0.053
63 C -3.67376 -0.66203 2.60212  0.284
64 C -3.93230 -1.52488 3.64728  -0.502
65 C -4.10279 -1.04006 4.96717  -0.460
66 C -3.78367 0.26483 5.27329  -0.558
67 C -3.24290 1.05763 4.24611  -0.265
68 C -3.53761 3.29254 2.16586  -0.035
69 C -4.75112 3.38137 2.92104  0.064
70 C -5.19612 4.58443 3.41084  -0.748
71 C -4.41365 5.70793 3.11762  -0.362
72 C -3.27630 5.63357 2.31457  -0.418
73 C -2.77718 4.44155 1.89677  -0.526
74 P -4.13168 0.13350 -0.90874  0.815
75 C -5.78157 -0.52964 -0.56847  0.287
76 C -5.80271 -1.90399 -0.41553  -0.579
77 C -6.80035 -2.48070 0.35863  -0.433
78 C -7.92443 -1.70673 0.70775  -0.510
79 C -8.02695 -0.37313 0.30939  -0.667
80 C -6.88606 0.26143 -0.26947  -0.372
81 C -4.45283 1.07564 -2.43020  0.352
82 C -3.46555 2.01310 -2.74726  -0.411
83 C -3.47985 2.66930 -3.97694  -0.532
84 C -4.49291 2.35594 -4.93261  -0.561
85 C -5.40158 1.37181 -4.63192  -0.519
86 C -5.43074 0.78034 -3.37669  -0.642
87 H -4.58718 2.35568 -0.05902  0.371
88 H -3.77248 -1.00649 1.56086  -0.213
89 H -4.16234 -2.54113 3.30637  0.340
90 H -4.52397 -1.68265 5.80409  0.274
91 H -3.80263 0.63405 6.32875  0.301
92 H -2.84864 2.06700 4.44553  0.457
93 H -5.33095 2.43249 2.96191  0.348
94 H -6.01161 4.63209 4.11970  0.375
95 H -4.68465 6.71479 3.45200  0.328
96 H -2.89934 6.58130 1.99785  0.399
97 H -1.91322 4.38846 1.24082  0.343
98 H -5.01533 -2.54939 -0.84237  0.535
99 H -6.78862 -3.55413 0.51426  0.420
100 H -8.76411 -2.17383 1.22615  0.372
101 H -8.92172 0.27632 0.39725  0.328
102 H -6.94694 1.24636 -0.68720  0.407
103 H -2.75456 2.41017 -2.01928  0.162
104 H -2.72300 3.42182 -4.20525  0.424
105 H -4.53843 2.93198 -5.84715  0.364
106 H -6.09626 0.95286 -5.36249  0.338
107 H -6.20397 0.05564 -3.21805  0.324
108 O -2.85058 -5.05498 -0.22281  -0.753
109 N -3.45841 -4.28744 0.80991  0.882
110 O -3.18140 -3.04684 0.66344  -0.228
111 O -4.27077 -4.80738 1.52287  -0.564
112 F -0.98571 -1.51167 -0.53677  -0.482
113 O 0.05678 -5.26242 -5.24675  -0.576
114 S -0.77997 -5.15081 -4.01830  0.176
115 N -1.10902 -4.03151 -3.15674  -0.393

Values from the calculation:
strongest force on any atom = 5.322 eV Å⁻¹
spin multiplicity = 7
⟨S²⟩ = 12.06
lowest unoccupied orbital energy (spin up / spin down) = 1.70 / -0.73 eV
highest occupied orbital energy (spin up / spin down) = -2.7 / -3.4 eV
total charge = -1
electronic energy = -5446.12827 a.u.
HOMO-LUMO gap (spin up / spin down) = 4.37 / 2.70 eV


A molecular structure, C54H46N2OP2PdS3, computed with the ωB97M-V functional and the def2-TZVPD basis.

Last column: Mulliken charge in e.
Element x y z (Å)
1 Pd 0.18983 -0.38175 0.17934  0.233
2 O -2.27426 -0.61802 -1.84938  -0.738
3 S -1.80923 -1.24608 -0.62858  1.338
4 C -2.98348 -1.14160 0.69274  0.353
5 C -4.22382 -1.74596 0.56135  -0.971
6 C -5.12702 -1.63305 1.61502  -0.983
7 C -4.78681 -0.93496 2.76545  -0.868
8 C -3.54672 -0.31225 2.87578  -1.367
9 C -2.63960 -0.40294 1.82435  0.100
10 P -1.13866 0.56421 1.82289  2.691
11 C -1.28724 1.89377 0.65874  1.425
12 C -2.45503 2.06414 -0.11584  -0.811
13 C -2.55825 3.14098 -0.97116  -0.781
14 C -1.50690 4.04843 -1.08048  -0.676
15 C -0.34968 3.89608 -0.32127  -0.994
16 C -0.23310 2.82857 0.54463  -0.634
17 C -0.71101 1.12282 3.43440  1.118
18 C -0.30857 0.22413 4.42724  -0.011
19 C -0.09117 0.68503 5.71134  -0.874
20 C -0.28259 2.03079 6.01028  -0.786
21 C -0.69644 2.92374 5.02966  -0.940
22 C -0.90824 2.48160 3.73498  -0.957
23 C -1.55922 -2.96843 -0.81641  0.877
24 C -2.37592 -3.70668 -1.65797  -0.683
25 C -2.20993 -5.08662 -1.67278  -0.882
26 C -1.25500 -5.69317 -0.86525  -0.880
27 C -0.41619 -4.93093 -0.06023  -0.432
28 C -0.56734 -3.54514 -0.03330  -1.184
29 P 0.63494 -2.56858 0.88439  2.737
30 C 0.46717 -2.77570 2.62747  0.922
31 C 1.50208 -2.37282 3.48755  -0.815
32 C 1.39980 -2.63449 4.84126  -0.912
33 C 0.26368 -3.26506 5.34420  -0.673
34 C -0.78388 -3.62181 4.50308  -0.928
35 C -0.68848 -3.37954 3.14145  -0.863
36 C 2.24057 -3.13774 0.33457  0.719
37 C 2.68938 -2.93101 -0.97586  -0.722
38 C 3.87082 -3.50542 -1.40657  -0.558
39 C 4.61674 -4.30155 -0.54128  -0.855
40 C 4.16090 -4.55005 0.74185  -0.819
41 C 2.97794 -3.97496 1.18803  -0.774
42 H -4.49574 -2.29570 -0.32933  0.581
43 H -6.09889 -2.10180 1.53522  0.504
44 H -5.49573 -0.86191 3.57930  0.523
45 H -3.29926 0.25256 3.76553  0.664
46 H -3.28654 1.37967 -0.02717  0.407
47 H -3.46208 3.28778 -1.54594  0.520
48 H -1.60058 4.89272 -1.75124  0.488
49 H 0.44651 4.62391 -0.39470  0.554
50 H 0.64892 2.73961 1.16460  0.726
51 H -0.18963 -0.82339 4.19953  0.286
52 H 0.21682 -0.00051 6.48897  0.521
53 H -0.11593 2.38569 7.01877  0.463
54 H -0.85948 3.96402 5.27566  0.495
55 H -1.23408 3.18033 2.97686  0.515
56 H -3.10039 -3.22079 -2.29889  0.672
57 H -2.82720 -5.69151 -2.32362  0.501
58 H -1.13844 -6.76834 -0.88602  0.515
59 H 0.36252 -5.41719 0.51426  0.629
60 H 2.38161 -1.87557 3.09894  0.461
61 H 2.20149 -2.35068 5.50946  0.558
62 H 0.19569 -3.48272 6.40227  0.519
63 H -1.66073 -4.10979 4.90593  0.540
64 H -1.49147 -3.68726 2.48217  0.521
65 H 2.08658 -2.38059 -1.68023  0.492
66 H 4.18551 -3.36971 -2.43474  0.500
67 H 5.53840 -4.75630 -0.88068  0.528
68 H 4.71467 -5.20783 1.39806  0.517
69 H 2.62578 -4.21196 2.17920  0.530
70 S 0.92623 -0.01026 -2.00829  -0.307
71 C 2.58368 0.35651 -1.82774  0.409
72 N 3.34195 0.65517 -2.83923  0.117
73 C 4.73193 1.11061 -2.63284  -0.594
74 C 5.37252 0.30188 -1.54832  -0.676
75 N 4.51498 0.31996 -0.34225  0.289
76 C 5.28821 0.27786 0.92724  -1.238
77 C 5.99997 1.59615 1.14221  0.864
78 C 7.30534 1.58315 1.61834  -0.407
79 C 7.96301 2.78270 1.85910  -0.723
80 C 7.32294 3.98870 1.61578  -0.507
81 C 6.01833 4.00301 1.13704  -0.806
82 C 5.35389 2.80719 0.90569  0.039
83 C 3.22437 0.34371 -0.43365  0.616
84 S 2.23316 0.38865 0.98458  -0.564
85 C 2.89066 0.60812 -4.27304  -1.746
86 C 3.47999 -0.61096 -4.93213  0.781
87 C 4.69394 -0.55512 -5.61260  -0.232
88 C 5.21920 -1.70144 -6.19371  -0.865
89 C 4.52920 -2.90298 -6.10578  -0.483
90 C 3.30656 -2.95953 -5.44748  -0.872
91 C 2.78275 -1.81673 -4.86105  -0.052
92 H 4.70438 2.17646 -2.39350  0.275
93 H 5.26905 0.97409 -3.56635  0.423
94 H 6.33103 0.73423 -1.26614  0.564
95 H 5.51657 -0.74445 -1.83162  0.249
96 H 6.00777 -0.53205 0.79291  0.410
97 H 4.61404 0.01506 1.74064  0.362
98 H 7.81628 0.64512 1.79880  0.422
99 H 8.97788 2.77185 2.23191  0.441
100 H 7.84170 4.92042 1.79529  0.439
101 H 5.51972 4.94439 0.95102  0.439
102 H 4.32876 2.83489 0.54855  0.394
103 H 3.21144 1.54603 -4.72681  0.548
104 H 1.80462 0.57763 -4.27748  0.712
105 H 5.20638 0.39063 -5.75061  0.564
106 H 6.15220 -1.65040 -6.73827  0.442
107 H 4.92801 -3.78882 -6.58122  0.455
108 H 2.74892 -3.88639 -5.42363  0.469
109 H 1.80966 -1.85033 -4.38256  0.475

Values from the calculation:
strongest force on any atom = 0.581 eV Å⁻¹
spin multiplicity = 1
lowest unoccupied orbital energy = -12.80 eV
highest occupied orbital energy = -17.5 eV
total charge = +4
electronic energy = -4273.94673 a.u.
HOMO-LUMO gap = 4.70 eV
ΔE to the lowest compared entry with this formula, charge and spin = 0.0 kJ/mol